{
  "formula": "C61H141N7O11",
  "method": "ωB97M-V with the def2-TZVPD basis set",
  "multiplicity": 1,
  "charge": 0,
  "homo_lumo_gap_ev": 8.404,
  "energy_ev": -98486.070,
  "relative_energy_kj_mol": 548.4,
  "smiles": "CC1(C)CCCC(C)(C)N1O.CC1(C)CCCC(C)(C)N1O.CC1(C)CCCC(C)(C)N1O.CC1(C)CCCC(C)(C)N1O.CC1(C)CCCC(C)(C)N1O.COC[C@H](C)N.COC[C@H](C)N.CCO.CCO.CCO.CCO",
  "species": ["C", "C", "C", "C", "C", "C", "C", "C", "C", "N", "O", "H", "H", "H", "H", "H", "H", "H", "H", "H", "H", "H", "H", "H", "H", "H", "H", "H", "H", "H", "C", "C", "C", "C", "C", "C", "C", "C", "C", "N", "O", "H", "H", "H", "H", "H", "H", "H", "H", "H", "H", "H", "H", "H", "H", "H", "H", "H", "H", "H", "C", "C", "C", "C", "C", "C", "C", "C", "C", "N", "O", "H", "H", "H", "H", "H", "H", "H", "H", "H", "H", "H", "H", "H", "H", "H", "H", "H", "H", "H", "C", "C", "C", "C", "C", "C", "C", "C", "C", "N", "O", "H", "H", "H", "H", "H", "H", "H", "H", "H", "H", "H", "H", "H", "H", "H", "H", "H", "H", "H", "C", "C", "C", "C", "C", "C", "C", "C", "C", "N", "O", "H", "H", "H", "H", "H", "H", "H", "H", "H", "H", "H", "H", "H", "H", "H", "H", "H", "H", "H", "C", "O", "C", "C", "C", "N", "H", "H", "H", "H", "H", "H", "H", "H", "H", "H", "H", "C", "O", "C", "C", "C", "N", "H", "H", "H", "H", "H", "H", "H", "H", "H", "H", "H", "C", "C", "O", "H", "H", "H", "H", "H", "H", "C", "C", "O", "H", "H", "H", "H", "H", "H", "C", "C", "O", "H", "H", "H", "H", "H", "H", "C", "C", "O", "H", "H", "H", "H", "H", "H"],
  "positions_angstrom": [[-2.77597, -8.73541, -4.70092], [-2.40824, -7.91461, -3.42311], [-3.51233, -6.83958, -3.19027], [-2.40024, -8.93375, -2.18130], [-1.72385, -8.43354, -0.88907], [-0.27884, -8.09971, -1.21154], [-0.18225, -7.05627, -2.36657], [-0.60632, -5.70618, -1.70858], [1.27047, -6.98556, -2.91261], [-1.01603, -7.43527, -3.58935], [-0.90326, -6.57096, -4.58217], [-3.74374, -9.22419, -4.58858], [-2.84873, -8.20839, -5.65227], [-2.07631, -9.53829, -4.93322], [-3.23143, -5.83672, -3.51195], [-4.34439, -6.95000, -3.88567], [-3.92150, -6.84323, -2.17999], [-3.35616, -9.31626, -1.82351], [-1.83682, -9.81899, -2.47626], [-2.29093, -7.60308, -0.46852], [-1.73607, -9.20107, -0.11523], [0.12113, -9.03538, -1.60222], [0.14933, -7.88494, -0.23244], [-0.75331, -4.92163, -2.45086], [0.11835, -5.37197, -0.96611], [-1.51894, -5.81982, -1.12351], [1.41543, -6.20328, -3.65768], [1.55397, -7.91207, -3.41191], [2.04630, -6.82324, -2.16438], [-0.47316, -7.10094, -5.25726], [0.82922, 4.26995, -5.56171], [1.51149, 2.84139, -5.51804], [0.87222, 2.00679, -6.58303], [3.06817, 2.87623, -5.77688], [3.88724, 3.44700, -4.62029], [3.76485, 2.44831, -3.45383], [2.20953, 2.22204, -3.06974], [2.30184, 0.87621, -2.27786], [1.76184, 3.40503, -2.19863], [1.38249, 2.04664, -4.25988], [0.05448, 2.02785, -3.84214], [-0.25898, 4.21568, -5.53011], [1.12444, 4.91506, -4.73420], [1.20128, 4.78439, -6.44772], [1.13360, 2.34828, -7.58461], [1.15446, 0.95516, -6.53283], [-0.20607, 2.13178, -6.48419], [3.41086, 1.86970, -6.01679], [3.30592, 3.44173, -6.67787], [4.94154, 3.51312, -4.88896], [3.48096, 4.41108, -4.31439], [4.29921, 2.75681, -2.55529], [4.14765, 1.46039, -3.70995], [2.95458, 0.97730, -1.41078], [2.57115, -0.06550, -2.75614], [1.31956, 0.70867, -1.83611], [2.37303, 3.55795, -1.30916], [0.71100, 3.43899, -1.91108], [1.94436, 4.40380, -2.59517], [-0.18979, 1.12577, -3.62262], [0.01306, -0.31310, 5.14282], [-0.13455, 0.75828, 6.23883], [1.24904, 0.93880, 6.87706], [-0.44839, 2.07334, 5.43054], [-1.01116, 3.17526, 6.33560], [-2.10772, 2.68350, 7.27111], [-1.82323, 1.36417, 8.02954], [-0.96199, 1.86147, 9.24553], [-3.19287, 0.75492, 8.45872], [-1.22683, 0.34009, 7.13846], [-0.97303, -0.89290, 7.78774], [0.05427, -1.29462, 5.61508], [-0.96176, -0.40380, 4.66365], [0.72205, 0.01305, 4.38186], [1.67519, -0.00035, 7.22990], [1.89974, 1.36642, 6.11427], [1.28019, 1.65903, 7.69461], [0.39532, 2.53612, 4.91859], [-1.20407, 1.83801, 4.68109], [-0.18733, 3.57467, 6.92709], [-1.37261, 4.07649, 5.84039], [-3.04382, 2.69083, 6.71276], [-2.41008, 3.47808, 7.95326], [-0.51072, 1.05497, 9.82347], [-1.56245, 2.31743, 10.03272], [-0.15627, 2.54835, 8.98647], [-3.64743, 1.42916, 9.18458], [-3.09790, -0.20390, 8.96837], [-4.00266, 0.57455, 7.75176], [-1.68821, -1.48878, 7.55312], [4.19174, 1.53988, 1.79267], [4.51137, 2.71035, 2.86506], [3.48179, 2.62083, 4.02547], [5.90771, 2.29035, 3.47659], [7.06657, 2.48394, 2.45578], [7.14772, 3.97636, 1.97842], [5.73751, 4.45005, 1.36096], [5.83643, 5.98314, 1.27124], [5.52713, 3.83493, -0.06312], [4.59282, 4.10130, 2.29232], [3.33012, 4.60638, 1.84311], [3.60573, 2.02038, 1.00921], [4.94938, 0.93256, 1.29745], [3.56066, 0.79191, 2.27264], [3.61553, 3.43728, 4.73513], [2.45253, 2.56751, 3.67066], [3.57929, 1.77227, 4.70263], [6.16850, 2.78838, 4.41043], [5.83197, 1.24336, 3.77015], [8.03002, 2.18940, 2.87184], [6.88693, 1.81847, 1.61140], [7.98341, 3.99485, 1.27886], [7.37476, 4.69840, 2.76277], [5.07922, 6.44149, 0.63512], [6.82015, 6.20405, 0.85701], [5.74422, 6.42504, 2.26337], [4.47139, 3.82731, -0.33417], [5.92898, 2.82443, -0.13733], [6.04834, 4.45475, -0.79268], [3.08850, 5.27400, 2.48926], [-3.14903, 1.67451, -1.76327], [-4.24751, 2.72900, -1.54762], [-5.47657, 2.14005, -0.82378], [-3.65685, 3.83314, -0.59428], [-2.76904, 4.86904, -1.27129], [-3.41470, 5.46425, -2.50360], [-3.96105, 4.42816, -3.49755], [-4.84873, 5.23083, -4.37497], [-2.84154, 3.89398, -4.42091], [-4.74822, 3.38312, -2.77767], [-5.49488, 2.58624, -3.61818], [-2.14621, 1.99397, -2.04684], [-2.87477, 1.07784, -0.89329], [-3.33285, 1.00277, -2.60177], [-5.94021, 1.31230, -1.36042], [-5.27511, 1.73048, 0.16605], [-6.28453, 2.86887, -0.75964], [-4.51246, 4.35831, -0.16974], [-3.06335, 3.45398, 0.23764], [-2.47064, 5.63400, -0.55443], [-1.79905, 4.53097, -1.63585], [-2.69928, 6.12928, -2.98735], [-4.17026, 6.14003, -2.10292], [-5.61589, 5.70134, -3.76000], [-5.51893, 4.70891, -5.05800], [-4.26635, 5.96664, -4.92952], [-3.23888, 3.36086, -5.28462], [-2.20504, 3.22713, -3.83928], [-2.25749, 4.77298, -4.69357], [-4.86867, 2.07512, -4.13608], [6.51541, -1.84097, 2.17247], [5.42571, -2.06573, 1.28903], [5.18636, -3.43141, 1.01061], [3.72812, -3.65155, 0.55085], [3.34290, -5.09614, 0.34950], [3.54234, -2.95025, -0.66118], [7.40700, -2.28344, 1.72819], [6.28312, -2.24014, 3.15979], [6.73845, -0.79322, 2.37388], [5.90644, -3.89740, 0.33797], [5.35256, -4.07739, 1.87270], [2.99932, -3.28932, 1.27593], [3.82767, -5.42650, -0.56918], [2.27942, -5.18598, 0.12806], [3.53113, -5.69653, 1.23955], [3.96083, -3.37749, -1.47508], [4.03535, -2.06932, -0.62967], [-0.28415, 2.66012, 1.95087], [-0.74707, 1.29770, 2.01505], [-0.08554, 0.41121, 1.13394], [-0.66484, -1.02903, 1.33170], [0.06545, -2.05268, 0.46305], [-2.09663, -0.92283, 0.90012], [-0.33817, 2.95257, 0.90223], [0.65573, 2.83033, 2.47600], [-1.05604, 3.26500, 2.42668], [-0.09659, 0.86794, 0.14430], [0.94998, 0.35579, 1.46968], [-0.57313, -1.29511, 2.38474], [-0.29827, -3.07703, 0.54386], [1.14162, -2.02104, 0.63320], [-0.11344, -1.88771, -0.59944], [-2.41937, -0.03155, 1.24877], [-2.04121, -0.66623, -0.07517], [0.75449, -1.35400, -4.94154], [0.37227, -1.76258, -3.53389], [-0.47693, -0.72356, -3.05721], [1.60523, -0.68711, -4.80158], [-0.01883, -0.81267, -5.48655], [1.00966, -2.22091, -5.55101], [1.22813, -1.84534, -2.86400], [-0.16117, -2.71069, -3.60199], [-1.34840, -0.85342, -3.43835], [-4.12096, 3.17808, 3.40832], [-4.47898, 1.66889, 3.04106], [-3.46038, 1.34998, 2.15801], [-4.01054, 3.78338, 2.50859], [-3.18002, 3.30416, 3.94389], [-4.89917, 3.58051, 4.05680], [-5.45700, 1.55587, 2.57330], [-4.41181, 0.89305, 3.80373], [-2.61317, 1.56288, 2.55613], [-4.77179, -1.44856, -2.18306], [-3.98371, -2.47779, -3.06336], [-3.20491, -1.89541, -4.07049], [-5.21766, -0.65174, -2.77837], [-4.06022, -0.94509, -1.52862], [-5.45759, -1.99811, -1.53826], [-4.60192, -3.15252, -3.65553], [-3.40763, -3.16640, -2.44526], [-2.84458, -2.57866, -4.64052], [-4.24360, -5.10311, 0.97082], [-3.31250, -3.93229, 1.16584], [-3.98688, -2.85009, 0.67441], [-4.91547, -5.22082, 1.82102], [-3.63304, -6.00583, 0.99096], [-4.73573, -5.02780, 0.00116], [-2.51954, -4.11060, 0.43954], [-2.87975, -3.70507, 2.14011], [-3.38109, -2.10589, 0.70225]],
  "atomic_forces_ev_per_a": [[0.0, -0.3, 0.0], [-0.6, -1.0, 0.7], [0.0, 0.3, -0.7], [0.5, 0.2, 0.1], [-0.3, 0.2, -1.0], [-1.0, -0.6, -1.0], [0.4, 1.0, 0.4], [0.0, -0.2, -0.4], [0.0, 0.0, 0.0], [-0.4, -3.3, 4.6], [0.3, 2.3, -2.4], [-0.1, 0.1, 0.3], [0.0, 0.7, 0.3], [0.3, -0.1, 0.5], [0.7, 0.2, 0.6], [-0.2, -0.7, 0.1], [0.2, 0.2, 0.0], [-0.6, 0.3, -0.9], [0.1, -0.1, -0.3], [0.1, 0.2, 0.0], [-0.1, -0.2, -0.1], [0.5, -0.1, 0.2], [0.9, 0.7, -0.5], [0.0, 0.1, 0.0], [0.4, 0.0, -0.2], [-0.2, 0.0, -0.3], [-0.3, 0.2, 0.1], [-0.3, -0.2, 0.0], [-0.3, 0.1, 0.4], [0.1, 0.4, -0.5], [1.1, -0.6, 0.6], [1.3, 0.3, 0.9], [-0.6, -0.1, -0.8], [-0.5, 0.7, -0.1], [-0.3, -1.4, 0.6], [-1.8, 0.4, -0.3], [2.8, 0.1, -0.1], [-1.6, 0.8, 1.1], [0.2, 0.7, 0.7], [0.7, -0.5, -0.3], [-1.2, 1.0, 0.0], [0.1, -0.2, -0.2], [0.1, -0.2, 0.2], [-0.3, -0.1, -0.3], [0.1, 0.3, 0.0], [0.0, 0.1, 0.2], [-0.1, -0.4, -0.1], [-0.1, -0.2, 0.2], [-0.4, 0.2, -0.2], [0.0, 0.4, -0.1], [0.3, 0.2, -0.1], [-0.1, 0.2, 0.1], [0.2, 0.1, -0.4], [0.3, 0.3, 0.0], [0.2, 0.5, -0.7], [-0.2, -0.3, 0.1], [0.0, -0.9, 0.5], [0.0, -0.5, 0.0], [0.0, -0.1, -1.1], [0.3, -0.8, -0.1], [-1.6, 0.0, 0.6], [1.2, 0.0, -1.0], [0.1, 0.3, 0.3], [-1.7, 0.4, 1.1], [0.4, 0.1, 0.9], [-0.8, 0.1, -0.9], [-0.7, 0.2, 0.2], [-0.1, -1.3, 0.7], [0.1, 0.3, 1.3], [-0.6, 1.5, -1.1], [0.9, 0.6, 0.4], [1.2, -0.1, -0.2], [-0.2, 0.4, -0.4], [0.3, -0.6, 0.2], [-0.1, 0.0, 0.0], [0.2, -0.3, -0.1], [-0.2, -0.1, 0.1], [0.4, -0.7, 0.0], [0.0, -0.1, -0.1], [0.3, -0.1, 0.3], [-0.1, -0.2, -0.6], [-0.1, -1.0, -0.5], [0.6, -0.1, 0.7], [0.2, -0.4, -0.4], [-0.4, 0.4, -0.4], [-0.2, 0.0, -0.2], [0.0, 0.1, 0.2], [0.4, 0.1, 0.2], [0.6, 0.3, -0.9], [-0.2, 0.2, -0.3], [-1.1, 1.1, 0.5], [1.1, -1.6, -0.3], [0.0, 0.4, -0.2], [0.4, 0.6, -0.8], [-0.7, 1.0, 0.7], [-1.9, -1.3, 0.1], [0.1, -0.5, -0.4], [-0.2, -0.4, -0.1], [0.3, 0.5, 0.6], [1.3, -0.5, 1.5], [0.6, -0.9, -0.6], [-0.2, -0.2, -0.1], [0.6, 0.6, 0.3], [-0.2, 0.1, 0.1], [-0.2, 0.5, -0.3], [0.0, 0.3, -0.1], [0.5, -0.5, -0.6], [-0.3, 0.5, 0.0], [-0.2, -0.2, -0.2], [0.0, 0.0, 0.2], [0.1, 0.2, -0.2], [-0.4, 0.5, -0.5], [0.1, -0.3, 0.4], [-0.1, -0.2, -0.1], [0.0, 0.2, 0.0], [0.1, 0.0, 0.1], [0.0, 0.0, 0.1], [-0.1, 0.0, 0.0], [0.1, 0.0, -0.1], [0.2, 0.1, 0.2], [0.8, -0.6, -0.7], [0.6, 0.3, 0.8], [-0.3, -0.6, -0.4], [0.0, 0.4, -0.8], [0.7, -0.1, -0.7], [0.1, 0.2, 1.2], [0.1, -0.6, 0.0], [-2.2, 0.6, -0.5], [0.1, -0.2, 1.4], [0.7, 2.0, 1.2], [-0.2, -0.4, -0.2], [0.0, 1.2, 0.0], [-0.8, -0.1, 0.3], [-0.6, -0.3, 0.1], [0.3, -0.1, -0.3], [0.4, 0.3, 0.1], [0.2, 0.3, 0.1], [-0.1, 0.1, 0.1], [-0.4, -0.7, 0.0], [-0.3, 0.3, 0.1], [0.2, -1.0, 0.3], [0.0, -0.1, -0.3], [-0.7, -0.2, -0.5], [0.2, 0.6, 0.2], [0.7, -0.6, -0.4], [-0.1, 0.1, 0.1], [0.1, 0.2, -0.1], [0.3, 0.0, -0.3], [0.1, -0.3, -0.4], [0.3, -0.5, -0.3], [-0.1, -0.4, -0.1], [-0.1, 0.4, -0.1], [-0.6, -1.2, 1.3], [0.8, -0.2, 0.4], [0.0, -0.1, -0.3], [-0.7, 1.6, -1.8], [0.2, -0.2, 0.3], [0.2, -0.5, 0.0], [-0.5, 0.3, -0.7], [0.1, 0.5, -0.9], [-0.1, 0.3, 0.9], [0.4, 0.6, 0.4], [0.4, -0.6, 0.3], [-0.1, 0.3, 0.1], [0.3, -0.2, -0.3], [0.0, -0.7, 0.0], [-0.2, 0.5, 0.3], [-1.3, -0.8, -0.3], [-0.1, 0.6, 0.7], [1.1, -0.7, 1.4], [-0.7, 1.2, -1.8], [-0.1, 0.1, -0.3], [0.9, 0.0, 0.2], [0.8, 0.3, -0.1], [0.2, -0.1, -0.4], [0.0, 0.0, 0.3], [-0.2, -0.6, -0.5], [0.5, 0.1, -0.2], [-0.3, 0.1, 0.0], [0.0, 0.0, 0.8], [0.0, -0.1, 0.0], [0.2, 0.6, -0.1], [-0.7, 0.0, 0.8], [0.2, -0.4, -0.7], [1.1, -0.3, 0.0], [-1.0, 0.3, -1.1], [0.0, 0.2, 1.1], [0.1, 0.1, -0.7], [-0.2, 0.0, 0.3], [0.4, 0.0, 0.0], [-0.1, -0.1, 0.0], [-0.1, -0.2, 0.5], [-0.5, -0.3, -0.1], [-1.4, -1.1, 0.8], [1.2, 1.8, 0.6], [0.4, -0.9, -1.9], [-0.4, -0.2, -0.2], [0.1, -0.5, 0.2], [0.0, 0.4, 0.0], [0.1, 0.3, -0.3], [-0.4, 0.6, 0.9], [0.3, -0.1, 0.0], [1.5, -0.8, -0.8], [-1.4, -0.8, 0.3], [1.4, 1.7, -0.3], [-0.4, -0.3, -0.1], [0.0, -0.1, 0.1], [-0.1, 0.2, -0.2], [-1.1, -0.1, 0.6], [0.3, 0.3, 0.5], [-0.1, -0.1, 0.0], [0.7, -0.9, 1.3], [0.3, -0.5, -1.6], [-1.9, 1.1, -0.4], [-0.5, 0.2, -0.3], [0.0, -0.3, -0.2], [-0.1, 0.1, 0.2], [0.9, -0.3, 0.3], [-0.1, -0.6, 0.4], [0.5, 0.8, 0.3]],
  "lowdin_charge": [-0.05, -0.43, -0.02, -0.12, -0.21, -0.14, -0.42, -0.02, -0.03, -0.17, -0.01, 0.08, 0.07, 0.08, 0.06, 0.07, 0.07, 0.11, 0.11, 0.08, 0.11, 0.11, 0.12, 0.07, 0.07, 0.06, 0.07, 0.08, 0.07, 0.12, 0.00, -0.47, -0.05, -0.13, -0.17, -0.12, -0.44, -0.02, -0.02, -0.10, -0.04, 0.05, 0.06, 0.08, 0.09, 0.07, 0.08, 0.12, 0.11, 0.11, 0.10, 0.09, 0.11, 0.07, 0.07, 0.06, 0.06, 0.07, 0.07, 0.06, -0.04, -0.48, -0.02, -0.12, -0.18, -0.15, -0.45, -0.03, -0.04, -0.09, -0.01, 0.08, 0.08, 0.09, 0.09, 0.06, 0.07, 0.10, 0.09, 0.10, 0.11, 0.11, 0.12, 0.08, 0.08, 0.06, 0.08, 0.07, 0.08, 0.10, -0.02, -0.41, -0.05, -0.14, -0.18, -0.10, -0.45, -0.06, -0.03, -0.10, -0.02, 0.06, 0.06, 0.07, 0.09, 0.05, 0.07, 0.11, 0.10, 0.10, 0.08, 0.11, 0.11, 0.08, 0.08, 0.08, 0.05, 0.07, 0.08, 0.10, -0.02, -0.44, -0.02, -0.12, -0.19, -0.15, -0.50, -0.07, -0.02, -0.11, 0.00, 0.06, 0.06, 0.07, 0.07, 0.07, 0.09, 0.12, 0.10, 0.11, 0.10, 0.12, 0.12, 0.09, 0.08, 0.09, 0.09, 0.06, 0.08, 0.09, -0.09, -0.19, -0.21, -0.46, -0.06, 0.04, 0.09, 0.09, 0.07, 0.13, 0.11, 0.13, 0.08, 0.06, 0.09, 0.08, 0.07, -0.05, -0.25, -0.17, -0.32, -0.04, 0.07, 0.09, 0.07, 0.08, 0.12, 0.11, 0.13, 0.06, 0.06, 0.07, 0.04, 0.06, -0.08, -0.29, -0.12, 0.06, 0.08, 0.08, 0.10, 0.10, 0.06, -0.05, -0.26, -0.14, 0.06, 0.04, 0.06, 0.11, 0.11, 0.04, -0.05, -0.30, -0.09, 0.07, 0.04, 0.08, 0.10, 0.10, 0.09, -0.08, -0.37, -0.11, 0.07, 0.05, 0.08, 0.08, 0.12, 0.00]
}